1.
{"formula": "C37H63F12N11O13S4", "method": "ωB97M-V/def2-TZVPD", "symbols": ["C", "C", "O", "N", "H", "H", "C", "H", "H", "H", "H", "H", "H", "C", "C", "N", "C", "C", "N", "C", "C", "H", "H", "H", "H", "H", "H", "H", "H", "H", "H", "H", "C", "C", "N", "C", "C", "N", "C", "C", "H", "H", "H", "H", "H", "H", "H", "H", "H", "H", "H", "C", "C", "N", "C", "C", "N", "C", "C", "H", "H", "H", "H", "H", "H", "H", "H", "H", "H", "H", "C", "C", "N", "C", "C", "N", "C", "C", "H", "H", "H", "H", "H", "H", "H", "H", "H", "H", "H", "C", "C", "N", "C", "C", "N", "C", "C", "H", "H", "H", "H", "H", "H", "H", "H", "H", "H", "H", "C", "F", "F", "F", "S", "O", "O", "O", "C", "F", "F", "F", "S", "O", "O", "O", "C", "F", "F", "F", "S", "O", "O", "O", "C", "F", "F", "F", "S", "O", "O", "O"], "coordinates": [[-2.9800, -4.9399, 4.5895], [-1.5212, -4.4931, 4.1401], [-0.7237, -5.2386, 3.6015], [-1.0503, -3.1825, 4.6654], [-1.4236, -3.0576, 5.5955], [-0.0602, -3.3168, 4.8129], [-1.3493, -2.1839, 3.6270], [-3.3861, -5.6174, 3.8383], [-3.5598, -4.0257, 4.7167], [-2.8729, -5.4843, 5.5278], [-0.9160, -2.4967, 2.6770], [-0.9428, -1.2120, 3.9064], [-2.4335, -2.0729, 3.6081], [-2.2745, 1.6333, 5.6118], [-1.2932, 1.1079, 6.6468], [-0.1302, 0.5531, 6.1273], [0.5643, -0.4728, 6.8255], [1.6883, -0.8280, 6.0816], [1.6293, -0.1638, 4.8897], [0.5666, 0.7493, 4.9325], [2.5574, -0.2631, 3.7644], [-1.8227, 2.4528, 5.0531], [-3.0921, 2.0468, 6.2024], [-2.6419, 0.8449, 4.9549], [-1.8492, 0.3198, 7.1546], [-1.0250, 1.8203, 7.4269], [0.1013, -0.9089, 7.6983], [2.3603, -1.6486, 6.2850], [0.2109, 1.3501, 4.1084], [3.4908, -0.6947, 4.1258], [2.9252, 0.6926, 3.3911], [2.1683, -0.9241, 2.9899], [-3.1171, 1.3963, 1.8493], [-4.1858, 2.1599, 2.4890], [-4.0934, 3.5923, 2.2787], [-4.6165, 4.1918, 1.0962], [-4.2559, 5.5571, 1.1634], [-3.5290, 5.7983, 2.3283], [-3.4659, 4.6034, 3.0006], [-3.0702, 7.0333, 2.8676], [-3.4252, 1.2303, 0.8170], [-2.7770, 0.4631, 2.2982], [-2.1967, 1.9442, 1.6468], [-4.0491, 2.1775, 3.5703], [-5.2115, 1.8353, 2.3139], [-5.1630, 3.6655, 0.3277], [-4.4767, 6.3871, 0.5086], [-2.9043, 4.4357, 3.9078], [-3.1476, 7.8171, 2.1141], [-1.9963, 7.1137, 3.0362], [-3.5685, 7.2970, 3.8005], [5.7728, -2.7413, 1.5491], [4.8871, -4.0199, 1.6518], [4.0982, -4.1634, 0.4931], [4.4521, -4.3930, -0.8164], [3.2169, -4.4402, -1.5866], [2.1069, -4.3365, -0.6970], [2.6736, -4.1335, 0.5398], [0.6512, -4.2086, -0.9868], [6.6109, -2.8053, 0.8552], [6.1304, -2.4348, 2.5321], [5.1497, -1.8881, 1.2809], [4.1918, -3.9154, 2.4847], [5.4660, -4.8859, 1.9730], [5.5112, -4.5263, -0.9810], [3.0355, -4.6183, -2.6362], [2.2178, -3.7086, 1.4220], [0.2487, -5.1818, -1.2675], [0.4340, -3.7185, -1.9359], [0.0535, -3.8371, -0.1545], [4.5157, -0.5919, -2.8150], [4.7240, 0.3426, -4.0643], [3.5838, 1.3017, -4.0625], [3.2181, 2.1563, -3.0423], [2.1496, 2.9397, -3.4955], [1.8582, 2.5346, -4.8022], [2.6901, 1.4343, -5.1182], [0.8149, 3.0913, -5.6748], [4.4143, -0.0869, -1.8543], [5.4111, -1.2005, -2.6883], [3.5817, -1.1332, -2.9657], [4.6600, -0.1516, -5.0337], [5.7257, 0.7681, -4.0040], [3.6832, 2.2273, -2.0702], [1.5439, 3.6977, -3.0214], [2.6871, 0.8458, -6.0238], [0.9774, 2.6707, -6.6672], [1.1654, 4.1230, -5.7031], [-0.1378, 3.0074, -5.1520], [-5.8798, -1.4095, -6.1708], [-5.3073, -0.1646, -5.4258], [-4.4028, -0.5578, -4.3556], [-3.8671, 0.2873, -3.4467], [-3.2441, -0.4634, -2.4767], [-3.3459, -1.8041, -2.8117], [-4.0567, -1.8591, -3.9982], [-2.8807, -2.9586, -2.0341], [-6.4286, -2.1154, -5.5474], [-5.0441, -1.9154, -6.6542], [-6.5015, -1.0152, -6.9747], [-6.1302, 0.4813, -5.1196], [-4.7690, 0.5220, -6.0791], [-4.0414, 1.3388, -3.6206], [-2.6911, -0.1107, -1.6187], [-4.3134, -2.8040, -4.4539], [-2.0243, -2.7657, -1.3879], [-2.4919, -3.6991, -2.7330], [-3.6519, -3.4454, -1.4372], [5.7374, 1.2029, 1.0421], [6.3975, 0.0288, 1.0844], [5.4477, 1.6336, -0.1919], [4.6442, 0.8814, 1.5725], [6.7447, 2.5488, 2.1203], [8.1906, 2.3726, 1.8223], [6.2842, 3.8424, 1.6812], [6.3304, 2.2247, 3.5134], [-2.2795, 3.2964, -1.8390], [-3.4331, 2.8040, -1.6372], [-1.8974, 3.8684, -0.7172], [-1.3825, 2.2587, -2.1120], [-2.3868, 4.6198, -3.2497], [-3.1381, 5.8108, -2.7734], [-0.9502, 4.9081, -3.5110], [-3.0141, 3.9232, -4.3951], [1.4654, 0.4423, -0.6359], [1.5092, -0.2519, -1.7990], [2.6324, 0.5302, -0.0470], [0.9811, 1.7075, -0.8895], [0.2245, -0.4157, 0.5582], [0.0673, 0.4948, 1.7028], [-0.9880, -0.5879, -0.2239], [0.8782, -1.6658, 0.9235], [0.2255, -1.2790, -5.0247], [-0.0367, -0.3865, -5.9767], [0.5461, -0.5569, -3.9375], [-0.9268, -1.8694, -4.7449], [1.6165, -2.5980, -5.5291], [1.0210, -3.4889, -6.5227], [2.6888, -1.7358, -6.1600], [2.0323, -3.1692, -4.2079]], "lowdin_charge": [-0.025, -0.585, -0.043, 0.018, 0.139, 0.141, -0.023, 0.074, 0.049, 0.061, 0.094, 0.056, 0.098, -0.067, -0.221, -0.063, 0.008, -0.014, -0.066, 0.065, 0.020, 0.069, 0.092, 0.074, 0.129, 0.145, 0.127, 0.139, 0.143, 0.106, 0.111, 0.078, -0.067, -0.199, -0.036, 0.041, 0.036, -0.089, 0.034, -0.008, 0.079, 0.075, 0.085, 0.099, 0.143, 0.136, 0.143, 0.150, 0.111, 0.110, 0.111, -0.049, -0.189, -0.082, 0.034, 0.048, -0.032, 0.030, 0.010, 0.083, 0.085, 0.058, 0.115, 0.131, 0.134, 0.103, 0.134, 0.097, 0.087, 0.084, -0.049, -0.109, -0.040, -0.017, 0.012, -0.083, 0.052, 0.023, 0.042, 0.078, 0.057, 0.111, 0.124, 0.124, 0.128, 0.141, 0.103, 0.105, 0.087, -0.062, -0.153, -0.042, -0.005, 0.003, -0.060, 0.035, 0.014, 0.079, 0.080, 0.084, 0.130, 0.136, 0.129, 0.096, 0.156, 0.076, 0.101, 0.101, -0.688, 0.082, 0.109, 0.141, 0.503, -0.363, -0.353, -0.393, -0.682, 0.144, 0.126, 0.069, 0.526, -0.356, -0.375, -0.371, -0.588, 0.104, 0.144, 0.089, 0.487, -0.355, -0.334, -0.356, -0.637, 0.119, 0.088, 0.108, 0.565, -0.327, -0.383, -0.391], "total_charge": 1, "s_squared": 0.7532, "lumo_ev": [-3.08, -3.09], "spin_multiplicity": 2}

***

2.
{"formula": "C3H9S2", "method": "ωB97M-V/def2-TZVPD", "symbols": ["S", "H", "C", "C", "C", "S", "H", "H", "H", "H", "H", "H", "H", "H"], "coordinates": [[-1.9887, 0.0949, 1.1033], [-3.0974, 0.1712, 1.8258], [0.4311, 1.4473, -0.6204], [0.4518, -0.0026, -0.8969], [0.9103, -0.8666, 0.3395], [0.1015, -2.5256, 0.2980], [-0.0765, 1.9797, -1.4166], [1.4295, 1.8698, -0.3765], [-0.1177, 1.5047, 0.2970], [-0.6198, -0.2545, -0.9990], [1.0932, -0.2267, -1.8036], [0.5178, -0.3201, 1.2633], [2.0135, -0.9799, 0.3405], [-1.0487, -1.8916, 0.6456]], "nbo_charge": [-0.107, 0.105, -0.605, -0.419, -0.526, -0.030, 0.218, 0.203, 0.194, 0.207, 0.212, 0.221, 0.227, 0.099], "total_charge": 0, "s_squared": 0.7531, "lumo_ev": [0.64, -2.90], "spin_multiplicity": 2}

***

3.
{"formula": "C21H28NO2S", "method": "ωB97M-V/def2-TZVPD", "symbols": ["C", "O", "C", "C", "C", "C", "C", "C", "C", "C", "H", "H", "H", "H", "H", "H", "H", "H", "H", "H", "H", "C", "N", "C", "C", "C", "C", "C", "C", "C", "S", "C", "C", "O", "C", "C", "H", "H", "H", "H", "H", "H", "H", "H", "H", "H", "H", "H", "H", "H", "H", "H", "H"], "coordinates": [[-1.8767, -0.0978, 3.9542], [-0.6885, -0.8454, 3.6036], [0.4417, -0.0663, 3.3946], [1.1397, -0.4896, 2.1087], [2.0440, 0.3755, 1.4820], [2.8128, -0.0891, 0.4196], [2.6831, -1.4109, -0.0354], [3.5925, -1.9105, -1.1270], [1.7275, -2.2438, 0.5631], [0.9729, -1.7991, 1.6502], [-2.7176, -0.7952, 3.9669], [-1.7760, 0.3720, 4.9435], [-2.0439, 0.6821, 3.1982], [0.1825, 1.0028, 3.3525], [2.1162, 1.4015, 1.8441], [3.5360, 0.5709, -0.0657], [3.2023, -2.8264, -1.5797], [3.7134, -1.1469, -1.9058], [4.5990, -2.1388, -0.7448], [1.5753, -3.2589, 0.1939], [0.2349, -2.4302, 2.1440], [1.7710, 6.4390, 6.4392], [1.6729, 5.3430, 7.3829], [1.5529, 5.6938, 8.7837], [1.4771, 4.0635, 6.9630], [1.6720, 3.7104, 5.5984], [1.6005, 2.3927, 5.1999], [1.2001, 1.3798, 6.1056], [1.0255, 0.0471, 5.6234], [0.2958, -0.9959, 6.0901], [0.4614, -2.6260, 5.4159], [0.9186, -3.5177, 6.9317], [-1.2358, -3.2552, 5.2020], [1.4944, -0.2047, 4.3378], [0.9635, 1.7355, 7.4608], [1.1074, 3.0426, 7.8829], [2.5464, 6.2381, 5.6866], [0.8156, 6.6034, 5.9095], [2.0322, 7.3438, 6.9999], [2.1675, 5.0270, 9.4045], [1.8983, 6.7245, 8.9074], [0.5112, 5.6161, 9.1349], [1.9080, 4.4763, 4.8615], [1.8679, 2.1228, 4.1797], [-0.0724, -0.9671, 7.1230], [0.8487, -4.5803, 6.6867], [1.9582, -3.2509, 7.1515], [0.2603, -3.2576, 7.7680], [-1.2416, -4.2887, 5.5730], [-1.9581, -2.6335, 5.7416], [-1.4506, -3.2478, 4.1255], [0.7103, 0.9369, 8.1585], [0.9201, 3.2942, 8.9257]], "nbo_charge": [-0.256, -0.574, 0.365, -0.096, -0.184, -0.203, -0.002, -0.634, -0.215, -0.151, 0.202, 0.188, 0.199, 0.168, 0.207, 0.220, 0.221, 0.225, 0.229, 0.215, 0.203, -0.407, -0.383, -0.409, 0.250, -0.278, -0.142, -0.170, 0.400, -0.549, 0.914, -0.752, -0.750, -0.538, -0.127, -0.293, 0.207, 0.201, 0.220, 0.210, 0.220, 0.198, 0.228, 0.227, 0.233, 0.249, 0.262, 0.244, 0.248, 0.253, 0.266, 0.212, 0.231], "total_charge": 1, "lumo_ev": -2.82}

***

4.
{"formula": "C3H3ClN2O2", "method": "ωB97M-V/def2-TZVPD", "symbols": ["C", "C", "C", "H", "H", "H", "N", "N", "O", "O", "Cl"], "coordinates": [[-0.7444, 0.2828, 0.4994], [0.0647, 0.4164, -0.8149], [0.1044, -0.6203, 1.3567], [-0.5565, 1.2342, 1.0125], [-1.0443, 0.1525, -2.3005], [1.9709, -0.2222, -0.9513], [0.0000, 0.3453, -2.1018], [1.4294, 0.3523, -0.2685], [1.4092, -0.5591, 0.8894], [-0.2355, -1.2835, 2.3195], [-2.3980, -0.0983, 0.3595]], "nbo_charge": [-0.446, 0.404, 0.763, 0.276, 0.362, 0.384, -0.605, -0.336, -0.353, -0.518, 0.069], "total_charge": 0, "lumo_ev": 0.37}

***

5.
{"formula": "C10H18N7O3SV", "method": "ωB97M-V/def2-TZVPD", "symbols": ["V", "C", "C", "N", "N", "C", "N", "S", "C", "C", "C", "C", "C", "N", "H", "H", "H", "H", "H", "H", "H", "H", "H", "N", "C", "C", "N", "H", "H", "H", "H", "H", "H", "H", "H", "H", "O", "N", "O", "O"], "coordinates": [[-0.3274, 0.6511, 0.1838], [3.8581, 1.1659, -0.8557], [2.3911, 0.9434, -0.7813], [1.7389, 0.6498, 0.2987], [2.4988, 0.4828, 1.4324], [1.7624, 0.4641, 2.5130], [2.3787, 0.2804, 3.6849], [0.0266, 0.6741, 2.5128], [1.5300, 1.0371, -1.9758], [1.9430, 1.4337, -3.2259], [1.0099, 1.5191, -4.2531], [-0.3101, 1.1736, -4.0135], [-0.6485, 0.7468, -2.7473], [0.2401, 0.6939, -1.7417], [4.2864, 1.2143, 0.1364], [4.0676, 2.0950, -1.3909], [4.3384, 0.3540, -1.4097], [3.3854, 0.2615, 3.7129], [1.8733, 0.3808, 4.5471], [2.9791, 1.6946, -3.3925], [1.3161, 1.8524, -5.2366], [-1.0629, 1.2293, -4.7863], [-1.6671, 0.4516, -2.5259], [-3.0824, -3.6238, 1.2850], [-1.5625, -3.6729, 1.2739], [-0.9266, -2.2852, 1.4030], [-0.5389, -1.6190, 0.1322], [-3.4796, -4.5621, 1.3788], [-3.4766, -3.2174, 0.4351], [-3.4251, -3.0714, 2.0746], [-1.2682, -4.1941, 0.3657], [-1.2867, -4.2920, 2.1237], [-0.0275, -2.3840, 2.0024], [-1.5785, -1.6171, 1.9661], [-1.2675, -1.7358, -0.5685], [0.2957, -2.0631, -0.2410], [-2.6073, 2.2798, -0.9960], [-1.8924, 1.9793, -0.0920], [-2.1155, 0.8441, 0.6203], [-0.8207, 2.5944, 0.2505]], "nbo_charge": [1.078, -0.693, 0.297, -0.296, -0.415, 0.312, -0.755, -0.121, 0.178, -0.200, -0.088, -0.222, 0.063, -0.515, 0.281, 0.250, 0.256, 0.424, 0.420, 0.256, 0.256, 0.260, 0.217, -0.669, -0.243, -0.254, -0.805, 0.460, 0.442, 0.451, 0.240, 0.255, 0.263, 0.232, 0.379, 0.411, -0.243, 0.643, -0.448, -0.358], "total_charge": 2, "s_squared": 2.0228, "lumo_ev": [-6.82, -6.70], "spin_multiplicity": 3}

***

6.
{"formula": "C5H8O", "method": "ωB97M-V/def2-TZVPD", "symbols": ["C", "O", "C", "C", "C", "C", "H", "H", "H", "H", "H", "H", "H", "H"], "coordinates": [[1.7959, 0.4935, 0.1206], [1.1584, -0.6225, -0.0046], [-0.6165, -0.6300, -0.5201], [-1.2661, -1.4717, 0.5481], [-0.9286, 0.7084, -0.6055], [-0.3595, 1.8193, -0.4145], [2.4999, 0.7757, -0.6800], [2.1174, 0.7804, 1.1333], [0.8718, 1.4874, -0.0644], [-0.4609, -1.1456, -1.4666], [-2.2990, -1.6801, 0.2470], [-0.7469, -2.4245, 0.6740], [-1.2909, -0.9418, 1.5036], [-0.4986, 2.8876, -0.4460]], "nbo_charge": [-0.050, -0.564, -0.016, -0.625, -0.029, -0.342, 0.160, 0.166, 0.155, 0.226, 0.224, 0.227, 0.222, 0.246], "total_charge": 0, "lumo_ev": 0.84}

***

Q: What is the formula in the fourth record?
A: C3H3ClN2O2